# 1
{"formula": "C30H34BrCl2N4O8SSm", "method": "ωB97M-V with the def2-TZVPD basis set", "symbols": ["Sm", "Br", "Cl", "Cl", "S", "O", "O", "O", "O", "O", "O", "O", "O", "N", "N", "N", "N", "C", "C", "C", "C", "C", "C", "C", "C", "C", "C", "C", "C", "C", "C", "C", "C", "C", "C", "C", "C", "C", "C", "C", "C", "C", "C", "C", "C", "C", "C", "H", "H", "H", "H", "H", "H", "H", "H", "H", "H", "H", "H", "H", "H", "H", "H", "H", "H", "H", "H", "H", "H", "H", "H", "H", "H", "H", "H", "H", "H", "H", "H", "H", "H"], "coordinates": [[-0.2397, -1.5231, -0.8231], [0.6010, -1.4462, -3.6311], [-1.0809, 0.9286, 2.3561], [0.4886, 2.8004, 4.0305], [-4.3734, 3.9835, -1.9734], [0.2193, 0.8052, -1.0210], [4.2832, -3.6089, 2.9701], [-1.5097, -5.1978, 0.7778], [0.7745, -1.6531, 1.1195], [-1.0338, -3.6425, -0.8157], [-5.6967, 3.4274, -1.8815], [-4.0851, 4.9695, -2.9664], [-1.8678, 0.4544, -1.7127], [2.0208, -2.6527, -1.0091], [2.4353, -3.1178, 0.2186], [-3.2813, 2.7890, -2.1236], [-2.3807, -1.0867, 0.5123], [5.2228, -1.4248, -2.8106], [2.7705, -4.4556, 4.5254], [-4.1111, 5.9398, 3.6698], [-3.1303, -3.4277, 0.4676], [-4.0707, 5.4316, 2.2654], [2.7015, -2.8576, -2.1241], [1.5143, -4.4864, 5.1717], [6.8708, -1.2992, -5.1239], [5.5530, -1.6668, -5.2364], [-0.8042, 2.5619, -2.2924], [-4.1913, 6.3438, 1.2121], [4.7540, -1.7958, -4.1017], [2.3748, -2.1202, -3.3653], [-3.8852, 4.0789, 2.0109], [1.9359, -2.3305, 1.3707], [-4.0868, 4.6291, -0.3681], [3.3318, -1.9110, -4.3331], [0.0475, 2.4290, 2.4160], [0.5918, -3.2948, 3.2917], [0.4462, -3.8410, 4.5665], [-4.1712, 5.9810, -0.1073], [-2.0936, 2.9731, -2.9368], [7.3846, -1.0224, -3.8369], [-0.8406, 1.2175, -1.6282], [-2.8365, -2.2008, 1.3518], [6.5545, -1.0392, -2.6738], [-1.7427, -4.1968, 0.0987], [-3.8722, 3.6993, 0.6851], [1.8308, -3.1461, 2.6716], [2.9763, -3.6496, 3.3562], [-0.0683, 2.6358, -3.1063], [4.5811, -1.4583, -1.9185], [-4.9436, 5.5174, 4.2923], [-4.4539, 6.7633, -0.8130], [-2.0290, -2.4529, 2.0318], [-0.2953, -2.8274, 2.8126], [-2.2241, 4.0042, -3.3068], [2.0773, -4.0865, 0.2517], [8.4510, -0.7947, -3.7305], [-0.5046, -3.7532, 5.1212], [7.5653, -1.1704, -5.9432], [-0.4633, 3.3181, 2.0084], [-3.1321, 5.7881, 4.2038], [1.3972, -5.0751, 6.0971], [-3.7199, -1.9959, 1.9793], [-0.4705, 3.3048, -1.5534], [3.5696, -5.0763, 4.9295], [2.7645, -1.5834, 1.4599], [0.9122, 2.1823, 1.7639], [6.9433, -0.7627, -1.6855], [-3.7221, 2.6365, 0.4470], [3.5921, -3.5140, -2.1459], [-3.7642, -4.0857, 1.0489], [-3.3709, 1.9021, -1.6173], [4.3604, -3.1016, 2.1418], [-2.2618, -0.2232, 1.1135], [-3.1076, -0.9028, -0.1962], [-2.2283, 2.4033, -3.8623], [-4.2951, 7.3682, 1.5528], [-3.6670, 3.3978, 2.8170], [2.9156, -1.7166, -5.3270], [-4.1525, 7.0547, 3.5800], [-3.6568, -3.1977, -0.4738], [5.1031, -1.8462, -6.1929]], "forces_ev_per_a": [[-0.393, 0.227, 1.725], [0.475, -0.457, -0.706], [1.142, 1.788, 0.456], [0.371, 0.016, 0.758], [-0.615, -0.860, 0.554], [-0.859, 0.811, -0.616], [-0.213, 0.788, -1.030], [0.442, 1.043, -1.190], [-0.301, -0.219, -1.037], [0.407, 0.375, -0.345], [0.409, -0.186, -0.183], [0.191, 0.342, -0.135], [1.314, 0.791, -0.191], [0.852, 1.530, -2.977], [0.125, -2.936, -0.176], [-0.218, -0.222, 0.288], [-0.592, 0.917, 0.642], [0.666, -0.327, -0.361], [-0.914, 0.646, -0.185], [0.702, 1.104, 0.809], [1.398, -0.500, -0.399], [0.056, 0.100, 0.144], [-1.173, 0.728, 2.589], [1.166, -0.258, -0.686], [1.030, 0.389, 1.626], [0.120, -0.147, 0.221], [0.188, 1.373, 0.073], [0.266, 0.074, 1.908], [-0.217, 0.726, 0.653], [1.558, -0.916, -0.486], [0.300, 0.707, -0.839], [0.094, 1.368, 0.394], [0.593, -0.601, 0.751], [-2.687, -0.337, 0.886], [-0.506, -0.515, -1.569], [-0.758, 0.881, 0.290], [-0.585, 0.005, 0.223], [-1.070, 0.194, -0.147], [-1.503, 0.125, -1.153], [-0.513, -0.048, 0.591], [0.417, -1.853, 0.233], [-0.307, -0.713, -0.425], [0.420, -0.320, -1.055], [-2.425, -0.628, 2.122], [-0.148, -0.454, -0.880], [1.372, -0.275, 0.047], [-1.269, -1.828, 1.231], [0.208, -0.555, 0.442], [0.274, 0.215, -0.658], [0.751, 0.506, -0.615], [0.502, -0.576, -0.348], [0.060, -0.049, 0.161], [0.992, -0.451, 0.346], [1.044, -0.210, 0.391], [0.344, 0.334, 0.416], [-0.486, 0.091, -0.034], [0.445, -0.235, -0.655], [-0.317, -0.206, -0.256], [-0.149, -0.811, 0.070], [-0.917, -0.285, -0.419], [0.051, 0.510, -0.529], [0.190, 0.325, -0.336], [-0.079, -0.227, 0.015], [0.107, 0.508, -0.175], [-0.352, -0.174, 0.454], [-0.602, -0.056, 0.700], [-0.067, -0.141, -0.562], [-0.117, 0.545, 0.019], [-0.467, 0.386, 0.032], [0.100, -0.402, -0.054], [-0.236, 0.584, -0.527], [-0.031, -0.310, 0.314], [-0.387, -1.316, -1.474], [0.498, 0.203, 0.503], [0.084, -0.324, 0.080], [-0.090, 0.145, -0.523], [-0.174, -0.274, 0.039], [0.484, 0.410, 0.230], [-0.483, -0.832, 0.546], [0.109, 0.306, 0.349], [-0.094, -0.079, -0.382]], "mulliken_charge": [0.895, -0.077, -0.167, -0.154, 1.225, -0.738, -0.633, -0.627, -0.353, -0.634, -0.694, -0.710, -0.885, 0.102, -0.324, -0.053, -0.007, -0.293, -0.664, -1.259, -0.716, 1.006, -0.425, -0.390, -0.677, -0.422, -0.534, -0.530, 0.752, 0.289, -0.893, 0.003, 0.529, -0.655, -0.234, 0.415, -0.716, -0.584, -0.800, -0.332, 1.109, -0.235, -0.717, 0.599, -0.469, 0.308, 0.332, 0.306, 0.425, 0.297, 0.381, -0.048, -0.240, 0.554, 0.347, 0.352, 0.341, 0.390, 0.276, 0.276, 0.337, 0.462, 0.242, 0.401, 0.271, 0.284, 0.379, 0.168, 0.629, 0.382, 0.193, 0.324, -0.314, 0.289, 0.250, 0.262, 0.491, 0.328, 0.327, 0.288, 0.385], "homo_lumo_gap_ev": [6.5758, 6.5748], "e_above_lowest_ev": 0.000, "spin_multiplicity": 6, "e_homo_ev": [-8.161, -8.161], "molar_mass_g_mol": 911.859}

=====

# 2
{"formula": "C12H18NO", "method": "ωB97M-V with the def2-TZVPD basis set", "symbols": ["O", "N", "C", "C", "C", "C", "C", "C", "C", "C", "C", "C", "C", "C", "H", "H", "H", "H", "H", "H", "H", "H", "H", "H", "H", "H", "H", "H", "H", "H", "H", "H"], "coordinates": [[-0.4162, 0.0207, 0.6442], [2.3198, 1.1052, 1.7362], [0.1077, -0.0171, 1.9096], [-2.4881, -1.3322, -3.3608], [-2.7629, -0.0153, -3.5942], [1.6664, -0.1489, 1.9186], [-0.6218, -1.0201, -0.1890], [2.1342, 1.6667, 0.4315], [-1.6528, 0.6269, -1.6297], [-0.3834, -2.4020, 0.2589], [-1.7739, -1.6249, -2.2742], [-2.3063, 0.9387, -2.7615], [-1.3173, -0.7007, -1.3492], [2.5991, 1.9607, 2.8397], [-1.2656, 1.2806, -0.8540], [1.5532, 2.2167, 3.3093], [1.9616, -0.5042, 2.9350], [1.0826, 1.9376, 0.1237], [-1.3448, -2.8985, 0.1413], [0.2486, -3.1622, -0.1653], [3.2405, 1.5620, 3.5415], [-3.2678, 0.2124, -4.5713], [-0.3206, -0.8367, 2.6378], [1.9163, -0.8375, 1.1934], [-0.1511, 0.9557, 2.3868], [2.4505, 0.8194, -0.4104], [-0.1606, -2.5729, 1.3014], [-2.5743, 2.0684, -2.8471], [-1.5477, -2.6362, -2.0002], [3.0284, 2.9506, 2.5436], [-2.7964, -2.1082, -4.0903], [2.8426, 2.4956, 0.2445]], "forces_ev_per_a": [[-1.375, -2.024, -3.401], [0.988, -0.560, -1.905], [0.888, -0.967, 4.241], [-0.729, -1.123, -1.831], [-1.134, -0.074, -3.394], [-1.003, 2.134, 3.130], [0.879, 1.109, 2.935], [0.841, -1.621, -2.619], [1.744, -0.357, 2.138], [-0.886, -1.144, 0.997], [1.301, -2.535, 2.060], [-1.161, 5.019, 0.704], [-0.751, 1.236, -1.486], [-3.704, 2.463, -0.570], [-0.530, 0.806, -0.671], [1.870, -0.066, -0.019], [-0.301, -0.121, -0.785], [0.774, 0.133, 0.535], [-0.420, 0.018, -0.030], [0.822, 0.554, -1.267], [1.219, -1.191, 1.582], [0.321, 0.133, 1.298], [0.375, 1.292, -1.831], [0.935, -1.618, -1.703], [0.025, -0.661, -0.508], [-0.734, 1.907, 1.972], [0.089, 0.852, 0.507], [0.483, -2.237, -0.436], [-0.005, -0.672, -0.456], [-0.367, -0.980, -0.148], [0.177, 0.569, 0.762], [-0.633, -0.274, 0.198]], "mulliken_charge": [-0.327, 0.115, -0.465, -0.890, -0.085, -0.896, 1.138, -0.749, -0.153, -1.785, -0.055, -0.772, 0.421, -0.829, 0.474, 0.275, 0.349, 0.199, 0.528, 0.443, 0.312, 0.352, 0.274, 0.506, 0.370, 0.185, 0.363, 0.288, 0.354, 0.284, 0.383, 0.394], "homo_lumo_gap_ev": [5.7222, 5.7229], "e_above_lowest_ev": 2.847, "total_charge": 1, "e_homo_ev": [-11.120, -11.120], "molar_mass_g_mol": 192.282}